Below is C30H32Br2F6N7O6PS2Yb as an isolated structure in a non-equilibrium geometry, with properties calculated with the ωB97M-V functional and the def2-TZVPD basis.

Summary:
E_LUMO (spin up / spin down)   -2.820 / -2.821 eV
E_HOMO (spin up / spin down)   -10.29 / -10.29 eV
Gap between HOMO and LUMO (spin up / spin down)   7.4668 / 7.4700 eV
Spin multiplicity   2
Charge   +1

The geometry in XYZ format:
```
87
Properties=species:S:1:pos:R:3:forces:R:3
Yb -1.0014 -0.1407 -0.4471 2.1 0.8 1.3
Br 1.8420 2.0096 -4.2057 0.0 0.0 0.0
C 1.8467 2.6032 -2.4169 0.1 0.2 -0.1
C 2.5711 3.7668 -2.0835 -0.1 -0.1 -0.1
C 2.6358 4.1942 -0.7922 0.0 0.0 0.1
Br 3.5900 5.7716 -0.3903 0.0 0.1 0.0
C 2.0322 3.4357 0.2461 0.1 0.0 0.0
C 2.1206 3.7402 1.6208 0.0 0.0 0.0
C 1.6087 2.8681 2.5401 0.0 0.0 0.0
C 0.9941 1.6882 2.0931 0.0 -0.1 0.1
N 0.8372 1.3897 0.8237 -0.1 0.3 -0.4
C 1.3273 2.2640 -0.1065 0.1 -0.2 0.1
C 1.1450 1.8796 -1.4778 0.0 -0.3 -0.1
O 0.4115 0.8351 -1.7587 -0.1 0.2 -0.1
H 3.0722 4.3191 -2.8665 0.0 0.0 0.0
H 2.6034 4.6567 1.9324 0.0 0.0 0.0
H 1.6775 3.0669 3.6007 0.0 0.0 0.0
H 0.6186 0.9627 2.8090 0.0 0.0 0.0
C -2.2013 2.6340 1.3405 0.0 -0.1 0.0
N -1.8607 1.1963 1.3137 -0.4 -0.1 0.0
C -1.9359 0.5258 2.4041 -0.1 -0.1 0.2
C -1.5462 -0.8555 2.4718 0.0 0.2 0.0
C -1.6069 -1.7225 3.5527 0.0 -0.2 0.1
C -1.1510 -2.9680 3.0881 0.0 0.1 0.0
C -0.8363 -2.7868 1.7482 0.0 0.0 0.0
N -1.0532 -1.5097 1.3556 -0.2 0.0 0.1
C -3.5784 2.9314 1.8752 0.0 0.0 0.0
C -4.7041 2.7202 1.0828 0.0 0.0 0.0
C -5.9733 2.9484 1.5883 0.0 0.0 0.0
C -6.1320 3.4060 2.8919 0.0 0.0 0.0
C -5.0171 3.6402 3.6809 0.0 0.0 0.0
C -3.7455 3.4008 3.1724 0.0 0.0 0.0
H -2.1102 3.0086 0.3204 0.0 0.0 0.0
H -1.4541 3.1514 1.9488 0.0 0.1 0.0
H -2.2903 0.9915 3.3269 0.0 0.0 0.0
H -1.9640 -1.4828 4.5428 0.0 0.0 0.0
H -1.0701 -3.8854 3.6481 0.0 0.0 0.0
H -0.4902 -3.5301 1.0430 0.0 0.0 0.0
H -4.5872 2.3888 0.0580 0.0 0.0 0.0
H -6.8401 2.7780 0.9626 0.0 0.0 0.0
H -7.1236 3.5855 3.2861 0.0 0.0 0.0
H -5.1333 4.0153 4.6893 0.0 0.0 0.0
H -2.8746 3.5924 3.7901 0.0 0.0 0.0
F -3.3731 -1.9595 -0.5472 -0.2 0.1 0.1
C -4.2794 -0.9745 -0.6314 0.0 0.1 -0.2
F -4.2513 -0.2978 0.5092 -0.2 0.0 0.1
F -5.4728 -1.4830 -0.8316 0.0 -0.1 0.0
S -3.8279 0.1912 -2.0271 0.1 -0.3 0.3
O -2.6194 0.8782 -1.4922 -1.3 -0.1 -0.4
O -4.9963 0.9639 -2.2327 0.2 0.1 -0.2
N -3.4428 -0.7478 -3.2217 0.2 0.2 0.0
S -1.9349 -1.2047 -3.3830 -0.2 -0.1 0.5
O -1.3413 -1.5476 -2.0615 -0.2 -0.3 -1.3
O -1.1314 -0.4136 -4.2524 -0.1 -0.2 0.0
C -2.1920 -2.8531 -4.1527 0.0 0.0 0.0
F -2.8206 -2.7050 -5.3026 0.0 -0.1 0.0
F -0.9942 -3.3954 -4.3479 0.0 0.0 -0.1
F -2.8961 -3.6249 -3.3407 0.0 0.0 0.0
C 1.8740 -2.0916 -4.3947 0.0 0.1 0.0
O 1.4749 -1.5272 -3.1504 0.1 -0.1 -0.1
H 2.8629 -1.7323 -4.6976 0.0 0.0 0.0
H 1.1634 -1.8515 -5.1859 0.0 0.0 0.0
H 1.9091 -3.1751 -4.2807 0.0 0.0 0.0
H 1.0706 -0.6574 -3.2958 0.0 0.0 0.0
C 4.5740 -2.8326 -0.8805 0.0 0.0 0.0
N 4.5692 -1.3379 -0.5117 -0.1 0.0 0.0
C 4.7415 -1.2338 1.0106 0.0 0.0 0.0
N 3.7363 -1.9738 1.6803 -0.1 0.1 0.0
C 3.7789 -3.3782 1.2882 0.0 0.0 0.0
N 3.5911 -3.5461 -0.1499 0.0 0.0 -0.1
C 2.2254 -3.2056 -0.5704 0.1 0.1 -0.2
P 1.7839 -1.4269 -0.2687 -0.1 -0.4 0.6
C 3.3082 -0.6539 -0.9729 0.1 0.1 -0.1
C 2.3968 -1.3866 1.4976 0.1 -0.1 -0.1
H 5.5762 -3.1916 -0.6451 0.0 0.0 0.0
H 4.3939 -2.8907 -1.9531 0.0 0.0 0.0
H 5.3642 -0.8888 -0.9666 0.0 0.0 0.0
H 4.6941 -0.1744 1.2603 0.0 0.0 0.0
H 5.7342 -1.6271 1.2318 0.0 0.0 0.0
H 2.9843 -3.9100 1.8075 0.0 0.0 0.0
H 4.7397 -3.8053 1.5795 0.0 0.0 0.0
H 1.5215 -3.8375 -0.0294 0.0 0.0 0.0
H 2.1088 -3.4140 -1.6337 0.0 0.0 0.0
H 3.3607 0.3913 -0.6604 0.0 0.0 0.0
H 3.2667 -0.6926 -2.0597 0.0 0.0 0.0
H 1.6801 -1.9087 2.1344 0.0 0.0 0.0
H 2.4356 -0.3510 1.8296 0.0 0.0 0.0
```
Positions in Å, forces in eV/Å.

---

Below is C2H5HgLiO2 as an isolated structure in a non-equilibrium geometry, with properties calculated with the ωB97M-V functional and the def2-TZVPD basis.

Summary:
E_LUMO (spin up / spin down)   1.712 / 1.572 eV
E_HOMO (spin up / spin down)   -1.48 / -3.11 eV
Gap between HOMO and LUMO (spin up / spin down)   3.1953 / 4.6844 eV
Spin multiplicity   2
Charge   -1

The geometry in XYZ format:
```
11
Properties=species:S:1:pos:R:3:forces:R:3
H -2.3685 3.3722 -1.8897 0.4 -0.3 0.2
Hg -0.7305 2.5010 -0.9639 -0.1 0.2 -0.1
O -0.6869 -1.8967 0.1844 0.6 -1.7 0.6
C -0.3874 -0.5646 -0.0035 0.5 -1.0 0.3
C 1.0023 -0.1125 0.4923 -0.9 0.7 -0.7
O 1.1435 1.2173 0.1910 0.6 -0.6 0.6
Li 0.6110 -2.8521 0.8661 -0.6 0.8 -0.4
H -1.0824 0.0053 0.6720 0.1 0.4 -1.5
H -0.2686 -0.4354 -1.1149 -1.0 1.0 0.7
H 1.7294 -0.8132 -0.0072 0.3 0.1 -0.2
H 1.0381 -0.4212 1.5732 0.1 0.4 0.3
```
Positions in Å, forces in eV/Å.

---

Below is a 3-piece molecular cluster, H4O5PS overall in a non-equilibrium geometry, with properties calculated with the ωB97M-V functional and the def2-TZVPD basis.

Summary:
E_LUMO (spin up / spin down)   3.477 / 3.478 eV
E_HOMO (spin up / spin down)   -3.74 / -3.74 eV
Gap between HOMO and LUMO (spin up / spin down)   7.2162 / 7.2172 eV
Charge   -1

The geometry in XYZ format:
```
11
Properties=species:S:1:pos:R:3:forces:R:3
O 0.6376 2.0338 0.7762 1.6 -1.0 0.0
O -1.4155 3.0150 1.0231 -2.1 1.2 0.2
O -0.3517 -0.8092 1.0923 0.8 -0.8 1.0
O -0.7255 -1.3376 -1.4801 -0.9 -2.6 0.7
O 1.1047 0.3624 -1.3097 -1.1 -1.9 -4.8
P -0.4206 0.0335 -1.9076 0.6 2.7 -0.6
S -0.7516 1.7513 1.0229 0.2 0.4 -0.1
H -0.7392 -0.8757 0.1741 1.0 -1.1 0.5
H 0.4716 -1.3615 1.2066 -1.7 0.9 -1.0
H 1.3012 0.7449 -0.5273 0.5 2.1 4.3
H -1.3869 0.8583 -0.8539 1.0 0.1 -0.1
```
Positions in Å, forces in eV/Å.

---

Below is one molecule with the formula C4H8N2O2 in a non-equilibrium geometry, with properties calculated with the ωB97M-V functional and the def2-TZVPD basis.

Summary:
E_LUMO   0.303 eV
SMILES   [H]/N=N/C(=O)C[C@H](C)O
E_HOMO   -9.11 eV
Gap between HOMO and LUMO   9.4160 eV

The geometry in XYZ format:
```
16
Properties=species:S:1:pos:R:3:forces:R:3
H 3.7342 1.7305 -0.6765 0.1 2.6 -3.1
N 3.4849 1.0317 -0.0828 0.8 -3.4 4.8
N 2.4892 0.4102 -0.3284 -1.5 1.2 -2.5
C 1.7296 -0.6414 0.1527 1.0 -0.3 -0.1
O 1.9843 -1.7621 -0.2576 -0.7 0.6 0.6
C 0.5769 -0.1254 0.9918 -0.2 -0.2 -1.4
C -0.7885 0.2366 0.3159 -1.1 -0.5 3.1
C -1.4728 -0.8811 -0.4696 1.0 0.2 -1.1
O -0.7641 1.3717 -0.4015 2.4 2.4 -4.0
H 0.3308 -0.9240 1.6354 -0.1 -0.9 1.1
H 0.8955 0.7601 1.5230 0.1 0.1 0.3
H -1.3294 0.5857 1.2885 0.2 -1.0 -1.7
H -1.9039 -0.5499 -1.4436 -0.1 0.2 1.1
H -2.1480 -1.5307 0.0392 -0.5 -0.2 0.6
H -0.6428 -1.4791 -0.7949 0.4 -0.9 -0.3
H -0.1415 1.2802 -1.2368 -1.8 0.1 2.5
```
Positions in Å, forces in eV/Å.

---

Below is one molecule with the formula C4H3N3S in a non-equilibrium geometry, with properties calculated with the ωB97M-V functional and the def2-TZVPD basis.

Summary:
E_LUMO   -1.099 eV
SMILES   S=c1ncccnn1
E_HOMO   -9.18 eV
Gap between HOMO and LUMO   8.0777 eV

The geometry in XYZ format:
```
11
Properties=species:S:1:pos:R:3:forces:R:3
S -2.7380 -0.0127 -0.4580 -3.7 -0.2 -2.6
C -1.5037 0.1412 0.4195 3.1 -0.7 2.5
N -0.8044 -0.9358 0.9527 2.0 -0.3 -1.7
C 0.3183 -1.3344 0.3393 -2.8 -0.2 3.4
C 1.0020 -0.4539 -0.5969 1.8 0.2 0.9
C 0.8259 0.8940 -0.3861 0.7 1.4 -3.7
N -0.0217 1.8398 0.3323 2.6 -1.7 -0.3
N -1.0486 1.4150 0.8372 -1.7 0.3 0.8
H 0.5746 -2.2783 0.9256 0.9 1.1 -1.8
H 1.9674 -0.7532 -1.2217 -2.5 0.4 1.4
H 1.4280 1.4783 -1.1440 -0.5 -0.4 1.3
```
Positions in Å, forces in eV/Å.

---

Below is C24H16MnN6O6 as an isolated structure, with properties calculated with the ωB97M-V functional and the def2-TZVPD basis.

Summary:
E_LUMO (spin up / spin down)   -5.507 / -5.754 eV
E_HOMO (spin up / spin down)   -11.44 / -11.61 eV
Gap between HOMO and LUMO (spin up / spin down)   5.9286 / 5.8543 eV
Spin multiplicity   5
Charge   +1

The geometry in XYZ format:
```
53
Properties=species:S:1:pos:R:3:forces:R:3
Mn 0.2457 0.2247 0.4256 -0.1 0.3 0.0
C -2.8397 -0.3268 4.8789 0.0 0.0 0.0
C -3.3932 0.4835 3.8945 0.0 0.0 0.0
C -2.9297 0.4102 2.5905 0.0 0.1 0.0
C -1.9147 -0.4841 2.2735 0.0 0.0 -0.1
C -1.3548 -1.2914 3.2522 -0.1 0.0 0.1
C -1.8224 -1.2120 4.5581 0.0 -0.1 0.0
N -1.4036 -0.5449 0.9392 0.2 0.1 0.0
C -2.1536 -1.0180 -0.0955 0.0 -0.1 -0.1
C -3.4408 -1.5784 0.0198 0.0 0.0 0.1
C -4.0683 -2.0402 -1.1066 0.0 0.0 -0.1
C -3.4798 -1.9787 -2.3966 -0.1 0.0 0.1
C -2.2332 -1.4564 -2.5442 0.1 0.0 0.0
C -1.5703 -0.9777 -1.3932 0.0 0.0 0.0
N -0.3104 -0.4572 -1.3687 0.1 -0.1 0.1
N 0.4361 -0.3163 -2.3755 -0.1 0.0 0.0
C 1.6719 0.2442 -2.0218 0.0 0.0 0.0
C 2.6378 0.4470 -2.9846 0.0 0.0 0.0
C 3.8429 1.0115 -2.5931 0.0 0.0 0.0
C 4.0452 1.3596 -1.2657 0.1 0.0 0.0
C 3.0323 1.1318 -0.3564 -0.1 0.0 0.0
N 1.8708 0.5767 -0.7237 0.0 0.1 -0.1
H -3.2032 -0.2668 5.8961 0.0 0.0 0.0
H -4.1841 1.1784 4.1436 0.0 0.0 0.0
H -3.3433 1.0518 1.8207 0.0 0.0 0.0
H -0.5698 -1.9929 2.9977 0.0 0.0 0.0
H -1.3894 -1.8500 5.3172 0.0 0.0 0.0
H -3.9119 -1.6461 0.9906 0.0 0.0 0.0
H -5.0549 -2.4754 -1.0115 0.0 0.0 0.0
H -4.0285 -2.3509 -3.2494 0.0 0.0 0.0
H -1.7389 -1.3948 -3.5034 0.0 0.0 0.0
H 2.4335 0.1668 -4.0074 0.0 0.0 0.0
H 4.6202 1.1836 -3.3252 0.0 0.0 0.0
H 4.9691 1.8110 -0.9361 0.0 0.0 0.0
H 3.1234 1.4018 0.6862 0.0 0.0 0.0
O 1.3143 3.3684 1.7047 0.1 0.0 -0.1
C 1.1004 2.3877 2.3675 0.0 0.0 -0.1
O 0.6340 1.2511 1.8630 0.0 -0.5 0.3
C 1.3327 2.3236 3.8434 0.0 0.1 0.0
C 1.2314 1.1249 4.5319 0.0 -0.1 0.0
C 1.4585 1.1181 5.8927 0.0 0.0 0.0
C 1.7688 2.2589 6.6030 0.0 0.0 0.0
C 1.8563 3.4343 5.8816 0.0 0.0 0.0
C 1.6502 3.4961 4.5195 0.0 0.0 0.0
N 2.1857 4.6811 6.6093 -0.1 -0.1 0.0
O 2.3775 4.5878 7.7982 0.1 0.0 0.2
O 2.2281 5.7002 5.9617 0.0 0.2 -0.1
N 1.3477 -0.1652 6.6159 0.1 0.1 0.0
O 1.0519 -1.1438 5.9622 0.0 -0.2 -0.1
O 1.5597 -0.1547 7.8032 0.0 0.0 0.2
H 0.9739 0.2044 4.0314 0.0 0.0 0.0
H 1.9389 2.2392 7.6691 0.0 0.0 0.0
H 1.7310 4.4351 3.9908 0.0 0.0 0.0
```
Positions in Å, forces in eV/Å.

---

Below is one molecule with the formula C3H7ClFN3 in a non-equilibrium geometry, with properties calculated with the ωB97M-V functional and the def2-TZVPD basis.

Summary:
E_LUMO   0.440 eV
SMILES   [H]/N=C(\NN)[C@](C)(F)Cl
E_HOMO   -8.48 eV
Gap between HOMO and LUMO   8.9165 eV

The geometry in XYZ format:
```
15
Properties=species:S:1:pos:R:3:forces:R:3
H 1.5128 1.0590 -1.3173 -1.8 0.8 -0.2
N 0.4557 1.2223 -1.1257 2.0 -2.4 2.8
C 0.2761 0.2382 -0.2575 2.3 -1.4 -4.1
N 1.2766 -0.7998 -0.0311 -3.7 -1.2 0.9
N 2.6208 -0.6930 -0.2253 1.7 1.3 0.3
C -1.0777 -0.2119 0.2107 -1.8 2.8 0.2
C -2.0785 0.9888 0.4918 -0.9 0.1 -1.2
F -0.8512 -0.9035 1.3418 -0.7 -1.0 0.5
Cl -2.1004 -1.1610 -1.0033 1.5 -0.3 0.4
H 1.0418 -1.7626 0.3177 -0.6 2.1 -0.1
H 2.9486 -0.0163 0.6279 0.5 -3.2 -2.6
H 2.9589 -1.6949 -0.5732 0.0 3.5 1.8
H -3.1256 0.3702 0.4779 2.3 2.4 0.1
H -1.9144 1.8157 -0.4053 -0.8 -2.4 2.2
H -1.9435 1.5487 1.4708 0.2 -1.0 -1.1
```
Positions in Å, forces in eV/Å.

---

Below is one molecule with the formula C12H25N3O3 in a non-equilibrium geometry, with properties calculated with the ωB97M-V functional and the def2-TZVPD basis.

Summary:
E_LUMO   0.607 eV
SMILES   CC[C@H](C)[C@H](NC(=O)[C@@H](N)CCCCN)C(=O)O
E_HOMO   -8.56 eV
Gap between HOMO and LUMO   9.1628 eV

The geometry in XYZ format:
```
43
Properties=species:S:1:pos:R:3:forces:R:3
C -3.9382 -2.3604 0.3708 -1.3 0.1 1.5
C -3.3086 -1.4427 -0.6469 0.8 1.9 0.7
C -2.7534 -0.1231 0.0549 0.1 -1.4 0.3
C -3.8629 0.7104 0.6754 -0.3 1.7 0.1
C -1.8223 0.6787 -0.8856 -0.1 0.0 0.7
N -0.6901 -0.1611 -1.3397 0.3 0.2 -0.7
C 0.4668 -0.5141 -0.7195 0.7 -1.1 -0.1
O 1.2728 -1.2722 -1.2864 -1.4 0.8 -0.1
C 0.6996 -0.0840 0.7000 0.6 1.2 1.2
N 1.4530 -1.0454 1.5044 0.7 1.1 -0.8
C 1.4759 1.3053 0.8078 -1.0 0.3 -1.0
C 3.0015 1.2880 0.7811 -0.4 0.7 0.2
C 3.5813 0.8683 -0.5798 0.9 -0.2 -0.1
C 4.5062 -0.3374 -0.4821 -0.1 -1.6 -0.3
N 3.7407 -1.5786 -0.0443 0.0 2.1 -1.4
C -1.4012 2.1128 -0.3000 0.3 -1.8 -0.5
O -1.3171 2.4602 0.8432 -0.4 -0.3 0.0
O -1.0087 2.9025 -1.3057 0.0 -0.3 -0.3
H -4.3415 -3.2786 -0.0529 0.1 0.0 -0.3
H -4.8624 -1.8617 0.8802 1.8 -0.9 -0.6
H -3.1859 -2.7088 1.1515 -1.0 0.7 -0.8
H -2.4113 -1.8903 -1.0135 0.5 -0.7 -0.6
H -3.9114 -1.1485 -1.5078 -0.4 -0.3 0.1
H -2.1007 -0.5715 0.8346 -0.4 0.6 -0.1
H -4.6663 0.0916 1.1400 0.6 0.6 -0.5
H -3.4709 1.4221 1.4796 -0.5 -1.0 -1.1
H -4.3025 1.3709 -0.1554 0.2 -0.9 1.2
H -2.3560 0.9239 -1.7984 -0.2 0.1 -0.2
H -0.7078 -0.6259 -2.2600 -0.4 0.8 0.6
H -0.2920 0.0828 1.1546 0.5 0.0 -0.1
H 2.3885 -1.1686 1.0177 -1.1 -0.3 0.9
H 0.9924 -1.9299 1.5135 -0.3 -0.7 0.0
H 1.0772 2.0477 0.0437 0.6 -1.0 0.6
H 1.1873 1.7471 1.7470 -0.3 0.0 0.5
H 3.3274 0.7023 1.6519 0.2 -0.2 -0.5
H 3.2869 2.3320 1.0395 0.0 -0.6 -0.3
H 4.2784 1.6669 -0.9688 -1.3 -0.5 -0.1
H 2.7423 0.5642 -1.2564 0.9 0.8 0.2
H 5.2981 -0.1437 0.2413 -0.1 0.0 0.2
H 5.0488 -0.5294 -1.4496 -0.6 0.3 0.6
H 3.0140 -1.7574 -0.7749 0.9 -0.1 0.9
H 4.3827 -2.3263 0.0430 0.5 -0.9 0.0
H -0.5108 3.5818 -0.8482 0.2 0.9 -0.1
```
Positions in Å, forces in eV/Å.

---

Please write out number 2 again, unchanged.
Below is C2H5HgLiO2 as an isolated structure in a non-equilibrium geometry, with properties calculated with the ωB97M-V functional and the def2-TZVPD basis.

Summary:
E_LUMO (spin up / spin down)   1.712 / 1.572 eV
E_HOMO (spin up / spin down)   -1.48 / -3.11 eV
Gap between HOMO and LUMO (spin up / spin down)   3.1953 / 4.6844 eV
Spin multiplicity   2
Charge   -1

The geometry in XYZ format:
```
11
Properties=species:S:1:pos:R:3:forces:R:3
H -2.3685 3.3722 -1.8897 0.4 -0.3 0.2
Hg -0.7305 2.5010 -0.9639 -0.1 0.2 -0.1
O -0.6869 -1.8967 0.1844 0.6 -1.7 0.6
C -0.3874 -0.5646 -0.0035 0.5 -1.0 0.3
C 1.0023 -0.1125 0.4923 -0.9 0.7 -0.7
O 1.1435 1.2173 0.1910 0.6 -0.6 0.6
Li 0.6110 -2.8521 0.8661 -0.6 0.8 -0.4
H -1.0824 0.0053 0.6720 0.1 0.4 -1.5
H -0.2686 -0.4354 -1.1149 -1.0 1.0 0.7
H 1.7294 -0.8132 -0.0072 0.3 0.1 -0.2
H 1.0381 -0.4212 1.5732 0.1 0.4 0.3
```
Positions in Å, forces in eV/Å.